Entry from the Open Molecules 2025 dataset: a structure of composition C41H53CrN4O2PSSi in a non-equilibrium geometry (the ωB97M-V functional and the def2-TZVPD basis).

Calculated values
<S²>: 3.970
2S+1: 4
HOMO-LUMO gap (alpha / beta) in eV: 6.702 / 6.953
Highest occupied orbital energy (alpha / beta) in eV: -10.5 / -10.2
Charge: +1

Each line ends with the Löwdin charge.
Geometry (Å):
Cr1 0.706 -0.269 0.616  0.59
C1 -7.427 1.334 2.893  -0.04
C2 -6.020 0.832 2.997  -0.26
C3 -5.012 1.454 2.266  -0.02
C4 -3.688 1.072 2.395  -0.09
C5 -3.347 0.021 3.226  -0.25
C6 -4.337 -0.613 3.958  -0.04
C7 -5.659 -0.207 3.848  -0.01
S1 -1.667 -0.407 3.753  0.68
O1 -1.782 -1.685 4.396  -0.30
O2 -1.234 0.720 4.537  -0.28
N1 -0.482 -0.597 2.528  -0.15
C8 0.668 -1.071 3.057  -0.42
C9 0.977 -1.293 4.416  0.00
C10 2.211 -1.791 4.748  -0.03
C11 3.169 -2.014 3.755  -0.05
C12 2.824 -1.714 2.461  -0.14
N2 1.611 -1.289 2.112  -0.04
H1 -7.646 1.657 1.877  0.08
H2 -7.553 2.194 3.554  0.09
H3 -8.149 0.576 3.189  0.08
H4 -5.268 2.266 1.601  0.12
H5 -2.926 1.611 1.868  0.06
H6 -4.054 -1.416 4.621  0.11
H7 -6.414 -0.693 4.451  0.12
H8 0.248 -1.057 5.169  0.09
H9 2.455 -1.986 5.780  0.12
H10 4.152 -2.383 3.993  0.11
H11 3.538 -1.817 1.654  0.11
N3 3.235 -0.184 -1.209  -0.09
P1 1.954 -1.299 -1.115  1.03
C13 2.733 -2.846 -0.532  -0.38
C14 4.049 -3.163 -0.852  -0.08
C15 4.590 -4.367 -0.436  -0.06
C16 3.816 -5.260 0.290  -0.06
C17 2.503 -4.949 0.606  -0.05
C18 1.963 -3.743 0.199  -0.12
C19 1.871 -1.822 -2.866  -0.33
C20 2.442 -1.115 -3.918  -0.10
C21 2.385 -1.630 -5.204  -0.06
C22 1.746 -2.834 -5.446  -0.05
C23 1.165 -3.533 -4.401  -0.05
C24 1.231 -3.033 -3.117  -0.10
C25 3.441 0.685 -0.163  -0.36
C26 4.648 1.365 -0.014  0.02
C27 4.819 2.220 1.057  -0.02
C28 3.782 2.332 1.978  -0.02
C29 2.627 1.612 1.770  -0.10
N4 2.418 0.828 0.701  -0.02
H12 4.034 -0.355 -1.809  0.12
H13 4.656 -2.477 -1.428  0.10
H14 5.616 -4.608 -0.677  0.11
H15 4.237 -6.203 0.601  0.11
H16 1.905 -5.648 1.169  0.11
H17 0.943 -3.482 0.461  0.11
H18 2.928 -0.165 -3.749  0.10
H19 2.837 -1.090 -6.022  0.11
H20 1.709 -3.234 -6.445  0.11
H21 0.671 -4.471 -4.585  0.11
H22 0.805 -3.589 -2.294  0.11
H23 5.439 1.199 -0.729  0.12
H24 5.743 2.760 1.182  0.12
H25 3.875 2.960 2.846  0.12
H26 1.833 1.632 2.506  0.12
C30 -0.744 2.499 1.716  -0.13
C31 -0.910 2.868 0.230  -0.58
C32 0.100 4.008 0.030  -0.10
C33 -2.320 3.411 -0.017  -0.09
Si1 -0.575 1.252 -0.984  0.94
C34 -2.023 -0.189 -1.285  -0.61
C35 -1.492 -1.345 -2.136  -0.11
C36 -2.436 -0.847 0.031  -0.11
C37 -3.271 0.394 -1.938  -0.08
C38 -0.113 2.037 -2.788  -0.60
C39 -0.228 1.056 -3.961  -0.10
C40 1.351 2.488 -2.750  -0.10
C41 -1.009 3.220 -3.166  -0.09
H27 0.268 2.725 2.035  0.06
H28 -0.936 1.456 1.946  0.00
H29 -1.398 3.107 2.338  0.10
H30 -0.087 4.766 0.792  0.10
H31 0.025 4.500 -0.933  0.06
H32 1.123 3.652 0.157  0.07
H33 -2.578 4.159 0.734  0.10
H34 -3.074 2.630 0.018  0.05
H35 -2.394 3.889 -0.988  0.07
H36 -0.706 -1.874 -1.590  0.03
H37 -1.103 -1.046 -3.099  0.05
H38 -2.303 -2.051 -2.317  0.10
H39 -1.568 -1.257 0.569  0.04
H40 -3.099 -1.686 -0.186  0.10
H41 -2.971 -0.168 0.685  0.05
H42 -3.072 0.768 -2.936  0.07
H43 -3.686 1.203 -1.347  0.06
H44 -4.031 -0.382 -2.014  0.09
H45 0.389 0.175 -3.817  0.04
H46 0.120 1.551 -4.868  0.09
H47 -1.258 0.759 -4.139  0.07
H48 1.992 1.641 -2.519  0.04
H49 1.529 3.261 -2.012  0.06
H50 1.639 2.887 -3.722  0.09
H51 -2.049 2.909 -3.223  0.08
H52 -0.718 3.597 -4.147  0.09
H53 -0.926 4.049 -2.475  0.05

---

Entry from the Open Molecules 2025 dataset: a cluster of 9 separate species, C41H53F10N12O2 in total in a non-equilibrium geometry (the ωB97M-V functional and the def2-TZVPD basis).

Calculated values
HOMO-LUMO gap in eV: 4.031
Highest occupied orbital energy in eV: -7.1
Charge: +1

Each line ends with the Löwdin charge.
Geometry (Å):
C1 -4.405 -0.878 -8.445  -0.15
C2 -4.893 -2.292 -7.774  -0.21
C3 -5.809 -2.090 -6.391  -0.20
O1 -5.206 -1.122 -5.460  -0.23
C4 -4.837 -1.789 -4.168  -0.11
C5 -3.964 -0.704 -3.302  0.04
C6 -3.019 0.464 -3.957  0.02
C7 -2.654 0.846 -5.517  0.00
C8 -0.986 0.958 -5.569  -0.15
O2 -0.313 -0.057 -4.980  -0.01
F1 -0.261 2.085 -6.236  -0.02
N1 -2.480 1.213 -2.759  -0.09
N2 -1.647 2.320 -2.692  0.06
C9 -2.927 0.651 -1.427  0.01
C10 -2.439 1.264 0.018  -0.09
C11 -0.880 0.781 0.237  -0.18
C12 0.147 1.973 0.703  -0.15
C13 0.750 3.169 -0.245  -0.04
C14 1.829 4.331 0.284  -0.06
C15 2.357 4.291 1.848  -0.06
C16 1.747 3.107 2.830  -0.04
C17 0.667 1.954 2.283  0.00
N3 -3.816 -0.518 -1.787  -0.03
C18 -4.536 -1.430 -0.818  -0.12
C19 -3.583 -2.143 0.309  -0.04
C20 -2.428 -3.144 -0.285  -0.18
F2 -1.415 -3.310 0.824  -0.01
F3 -1.673 -2.618 -1.445  0.01
C21 -2.969 -4.687 -0.594  -0.10
F4 -3.118 -5.319 0.770  0.02
F5 -4.330 -4.667 -1.179  0.04
C22 -1.881 -5.617 -1.400  -0.07
F6 -2.068 -7.021 -0.874  0.03
F7 -0.460 -5.278 -1.141  0.05
C23 -2.198 -5.741 -3.035  -0.12
F8 -2.208 -4.435 -3.733  0.04
F9 -1.070 -6.552 -3.629  0.03
F10 -3.449 -6.541 -3.281  0.05
H1 -3.218 -0.940 -8.557  0.08
H2 -4.654 0.074 -7.772  0.08
H3 -4.848 -0.658 -9.510  0.08
H4 -5.450 -2.903 -8.603  0.12
H5 -3.921 -2.905 -7.492  0.11
H6 -6.883 -1.770 -6.791  0.14
H7 -5.976 -3.159 -5.895  0.13
H8 -5.877 -1.941 -3.607  0.15
H9 -4.297 -2.805 -4.384  0.14
H10 -2.934 -0.056 -6.216  0.12
H11 -3.151 1.861 -5.820  0.14
H12 -0.678 2.007 -2.926  0.11
H13 -1.971 3.112 -3.289  0.08
H14 -2.530 2.447 -0.081  0.14
H15 -3.170 0.947 0.879  0.12
H16 -0.908 -0.014 1.126  0.12
H17 -0.502 0.284 -0.758  0.12
H18 0.450 3.247 -1.377  0.04
H19 2.196 5.144 -0.487  0.06
H20 3.138 5.103 2.170  0.08
H21 2.160 3.104 3.950  0.07
H22 0.288 1.130 3.055  0.07
H23 -5.236 -2.210 -1.389  0.14
H24 -5.297 -0.735 -0.216  0.16
H25 -4.300 -2.818 0.982  0.16
H26 -3.087 -1.378 1.056  0.13
C24 0.021 -1.051 5.761  -0.13
C25 0.774 0.263 5.635  -0.18
N4 1.399 1.354 5.530  -0.10
H27 0.229 -1.508 6.733  0.05
H28 -1.055 -0.874 5.674  0.04
H29 0.334 -1.738 4.970  0.06
C26 5.245 1.211 7.293  -0.05
C27 3.875 1.279 6.639  0.05
N5 2.738 1.335 6.096  0.06
H30 5.474 2.164 7.778  0.07
H31 5.261 0.416 8.043  0.03
H32 6.009 1.003 6.538  0.05
C28 1.661 -3.022 -4.825  -0.08
C29 3.140 -2.912 -4.494  -0.21
N6 4.368 -2.821 -4.219  0.09
H33 1.228 -3.888 -4.316  0.06
H34 1.138 -2.119 -4.499  0.05
H35 1.528 -3.140 -5.904  0.08
C30 8.055 0.001 3.476  -0.07
C31 8.359 0.668 4.808  -0.20
N7 8.611 1.222 5.912  0.09
H36 7.494 -0.924 3.642  0.08
H37 7.460 0.671 2.850  0.08
H38 8.988 -0.237 2.957  0.08
C32 0.618 6.681 -2.631  -0.05
C33 -0.527 5.702 -2.430  -0.15
N8 -1.477 4.890 -2.263  0.10
H39 1.445 6.430 -1.961  0.05
H40 0.971 6.635 -3.665  0.09
H41 0.281 7.699 -2.415  0.09
C34 7.851 -1.883 9.541  -0.07
C35 6.478 -1.894 8.890  -0.19
N9 5.338 -1.904 8.350  0.09
H42 8.437 -1.041 9.162  0.08
H43 7.749 -1.786 10.626  0.08
H44 8.378 -2.814 9.316  0.08
C36 -4.770 6.226 -3.623  -0.09
C37 -5.217 5.210 -4.661  -0.21
N10 -5.587 4.366 -5.522  0.07
H45 -4.747 5.763 -2.633  0.07
H46 -3.769 6.593 -3.867  0.06
H47 -5.464 7.071 -3.605  0.08
C38 1.954 -4.415 0.159  -0.10
C39 3.229 -4.043 0.897  -0.20
N11 4.287 -3.734 1.510  0.09
H48 2.191 -5.048 -0.700  0.07
H49 1.282 -4.960 0.828  0.07
H50 1.449 -3.511 -0.193  0.06
C40 4.240 3.579 10.287  -0.08
C41 5.636 3.252 10.792  -0.22
N12 6.794 2.980 11.212  0.09
H51 3.889 2.787 9.620  0.06
H52 3.550 3.668 11.130  0.08
H53 4.255 4.525 9.738  0.08

---

Entry from the Open Molecules 2025 dataset: a structure of composition C41H53MnN4O3S3 (the ωB97M-V functional and the def2-TZVPD basis).

Calculated values
<S²>: 0.809
2S+1: 2
HOMO-LUMO gap (alpha / beta) in eV: 6.121 / 5.528
Highest occupied orbital energy (alpha / beta) in eV: -9.6 / -9.6
Charge: +1

Each line ends with the Löwdin charge.
Geometry (Å):
Mn1 1.331 -0.436 -0.260  0.29
C1 2.349 4.930 -2.865  -0.06
C2 0.951 4.543 -3.377  -0.17
C3 0.450 3.295 -2.737  -0.06
C4 0.509 1.963 -3.268  -0.05
C5 1.057 1.561 -4.600  -0.14
C6 2.518 1.094 -4.530  -0.05
C7 0.012 1.096 -2.347  -0.22
C8 -0.810 -1.300 -2.292  -0.28
C9 -0.885 -2.040 -0.985  -0.23
C10 -1.404 -3.312 -0.645  -0.13
C11 -1.868 -4.419 -1.553  -0.19
C12 -0.687 -5.302 -1.976  -0.07
C13 -1.174 -3.452 0.729  -0.13
C14 -0.472 -2.307 1.163  -0.20
C15 -0.052 -1.959 2.481  0.13
C16 0.697 -0.834 2.731  -0.21
N1 1.099 -0.175 1.614  -0.18
C17 1.698 0.945 1.859  -0.24
C18 1.734 1.516 0.455  0.01
C19 0.352 1.418 0.131  -0.22
N2 -0.593 1.937 1.066  0.14
C20 -0.985 3.360 0.718  -0.05
C21 -0.294 4.079 -0.371  0.12
C22 -0.072 3.254 -1.419  -0.09
N3 -0.357 1.812 -1.145  0.00
C23 -2.304 3.118 0.740  -0.06
C24 -1.959 1.647 0.611  -0.32
C25 -2.748 0.487 1.124  -0.12
C26 -2.945 0.621 2.633  -0.05
C27 -3.562 3.879 0.552  -0.16
C28 -3.909 4.087 -0.934  -0.07
C29 1.788 1.104 3.295  -0.10
C30 1.170 -0.017 3.833  -0.10
C31 0.936 -0.300 5.287  -0.18
C32 -0.215 0.519 5.877  -0.08
C33 2.387 2.270 4.017  -0.18
C34 1.799 3.600 3.537  -0.09
N4 -0.305 -1.476 0.070  0.01
C35 -1.614 -4.596 1.596  -0.18
C36 -2.952 -4.321 2.295  -0.08
H1 2.668 5.873 -3.309  0.08
H2 3.085 4.167 -3.124  0.07
H3 2.355 5.048 -1.780  0.07
H4 0.978 4.414 -4.458  0.11
H5 0.248 5.355 -3.172  0.12
H6 0.978 2.410 -5.279  0.11
H7 0.417 0.770 -4.994  0.11
H8 3.159 1.861 -4.090  0.07
H9 2.888 0.880 -5.532  0.08
H10 2.617 0.190 -3.929  0.04
H11 -0.466 -1.906 -3.133  0.13
H12 -2.354 -4.030 -2.444  0.07
H13 -2.618 -5.027 -1.043  0.11
H14 0.045 -4.722 -2.543  0.07
H15 -1.017 -6.137 -2.597  0.08
H16 -0.177 -5.707 -1.100  0.08
H17 -0.363 -2.606 3.296  0.13
H18 2.449 2.212 0.041  0.13
H19 -0.145 5.150 -0.426  0.14
H20 -2.212 -0.431 0.878  0.10
H21 -3.711 0.465 0.604  0.13
H22 -1.980 0.722 3.133  0.06
H23 -3.446 -0.264 3.028  0.08
H24 -3.553 1.492 2.889  0.08
H25 -3.468 4.841 1.055  0.12
H26 -4.373 3.338 1.042  0.12
H27 -3.124 4.649 -1.442  0.07
H28 -4.842 4.641 -1.032  0.08
H29 -4.026 3.133 -1.450  0.08
H30 1.855 -0.100 5.842  0.12
H31 0.726 -1.364 5.415  0.11
H32 -0.036 1.590 5.757  0.07
H33 -0.335 0.313 6.942  0.08
H34 -1.157 0.281 5.380  0.06
H35 3.470 2.274 3.869  0.12
H36 2.224 2.159 5.090  0.11
H37 2.023 3.768 2.479  0.07
H38 2.209 4.441 4.098  0.08
H39 0.712 3.605 3.652  0.07
H40 -0.845 -4.808 2.342  0.11
H41 -1.704 -5.497 0.987  0.11
H42 -2.899 -3.410 2.896  0.07
H43 -3.230 -5.146 2.953  0.08
H44 -3.750 -4.187 1.562  0.08
C37 4.937 -3.433 0.705  -0.10
C38 3.882 -2.603 0.014  -0.72
S1 3.160 -1.310 0.850  0.97
C39 3.466 -2.810 -1.253  -0.71
C40 3.997 -3.870 -2.181  -0.10
S2 2.236 -1.764 -1.804  0.90
H45 5.067 -3.127 1.742  0.07
H46 5.902 -3.338 0.200  0.09
H47 4.662 -4.490 0.694  0.09
H48 5.081 -3.968 -2.095  0.08
H49 3.756 -3.640 -3.218  0.07
H50 3.555 -4.842 -1.948  0.09
C41 -3.359 -1.826 -3.146  -0.23
S3 -2.259 -0.437 -3.051  0.96
O1 -1.771 -0.158 -4.438  -0.48
O2 -1.722 1.468 -0.864  0.04
O3 0.223 -0.224 -2.133  -0.21
H51 -4.290 -1.419 -3.538  0.06
H52 -3.518 -2.246 -2.152  0.06
H53 -2.950 -2.552 -3.848  0.07

---

Entry from the Open Molecules 2025 dataset: a cluster of 7 separate species, C41H54BF7NO24 in total in a non-equilibrium geometry (the ωB97M-V functional and the def2-TZVPD basis).

Calculated values
HOMO-LUMO gap in eV: 7.019
Highest occupied orbital energy in eV: -5.3
Charge: -1

Each line ends with the Löwdin charge.
Geometry (Å):
C1 -1.221 -2.496 -3.289  -0.10
C2 -0.258 -3.034 -4.348  -0.24
C3 0.165 -2.043 -5.477  -0.21
C4 -0.689 -0.791 -5.643  -0.22
C5 -0.278 0.359 -4.699  -0.20
C6 1.074 0.940 -5.131  -0.21
C7 1.954 1.426 -3.972  -0.21
C8 2.179 0.344 -2.894  -0.06
B1 1.794 0.801 -1.369  -0.66
C9 0.426 1.731 -1.275  -0.22
C10 0.588 3.035 -0.491  -0.04
F1 -0.613 0.988 -0.636  -0.08
O1 3.020 1.405 -0.755  0.01
C11 3.707 0.334 -0.203  -0.22
C12 4.867 0.706 0.728  -0.29
C13 6.178 0.123 0.172  -0.06
C14 4.973 2.207 1.012  -0.20
C15 5.284 3.100 -0.193  -0.09
C16 2.498 -0.396 0.517  -0.49
O2 2.981 -1.695 0.889  0.02
N1 2.082 -2.723 0.575  0.01
O3 2.359 -3.694 1.170  0.04
O4 2.204 0.429 1.658  0.12
C17 1.245 -0.015 2.476  -0.40
O5 0.964 -1.171 2.630  0.13
C18 0.557 1.065 3.229  -0.10
C19 0.914 2.402 3.029  -0.01
C20 0.252 3.421 3.706  -0.06
C21 -0.778 3.090 4.591  -0.07
C22 -1.117 1.754 4.815  -0.07
C23 -0.449 0.742 4.138  -0.02
O6 1.580 -0.401 -0.431  0.11
H1 -0.684 -1.882 -2.571  0.07
H2 -2.099 -2.004 -3.694  0.06
H3 -1.591 -3.349 -2.716  0.07
H4 0.656 -3.301 -3.816  0.10
H5 -0.609 -3.963 -4.797  0.08
H6 1.221 -1.813 -5.361  0.09
H7 0.088 -2.597 -6.417  0.09
H8 -0.561 -0.402 -6.657  0.10
H9 -1.753 -1.008 -5.547  0.10
H10 -0.272 -0.007 -3.680  0.08
H11 -1.029 1.137 -4.844  0.11
H12 1.669 0.182 -5.645  0.08
H13 0.898 1.733 -5.862  0.11
H14 1.582 2.377 -3.584  0.10
H15 2.917 1.656 -4.425  0.08
H16 1.626 -0.561 -3.174  0.09
H17 3.229 0.053 -2.966  0.09
H18 0.004 1.979 -2.248  0.10
H19 1.613 3.230 -0.182  0.06
H20 0.258 3.895 -1.080  0.07
H21 -0.088 3.001 0.361  0.07
H22 3.985 -0.418 -0.951  0.15
H23 4.734 0.209 1.690  0.13
H24 6.560 0.676 -0.681  0.07
H25 6.928 0.021 0.957  0.07
H26 5.969 -0.895 -0.157  0.07
H27 4.076 2.536 1.534  0.10
H28 5.792 2.319 1.731  0.10
H29 4.358 3.466 -0.629  0.06
H30 5.790 2.558 -0.986  0.06
H31 5.859 3.971 0.117  0.06
H32 1.710 2.622 2.335  0.10
H33 0.530 4.447 3.511  0.10
H34 -1.296 3.898 5.085  0.09
H35 -1.917 1.533 5.511  0.07
H36 -0.721 -0.290 4.315  0.11
C24 4.297 -1.948 -8.306  -0.06
C25 5.027 -0.753 -8.875  -0.32
O7 4.688 0.273 -7.968  0.13
C26 4.453 -0.318 -6.752  -0.53
O8 4.389 0.254 -5.723  0.20
O9 4.304 -1.660 -6.907  0.07
F2 4.578 -0.423 -10.113  0.07
H37 3.268 -1.997 -8.665  0.15
H38 4.794 -2.893 -8.510  0.14
H39 6.113 -0.861 -8.910  0.17
C27 0.290 -7.516 -6.411  -0.05
C28 -1.045 -7.268 -7.067  -0.32
O10 -0.697 -6.411 -8.140  0.13
C29 0.592 -6.698 -8.488  -0.55
O11 1.110 -6.358 -9.496  0.18
O12 1.192 -7.436 -7.519  0.07
F3 -1.899 -6.631 -6.234  0.08
H40 0.537 -6.738 -5.687  0.14
H41 0.349 -8.489 -5.929  0.14
H42 -1.531 -8.162 -7.461  0.17
C30 -3.483 3.618 9.326  -0.04
C31 -3.501 4.280 7.968  -0.30
O13 -2.959 3.263 7.133  0.12
C32 -3.274 2.072 7.697  -0.54
O14 -3.231 1.026 7.139  0.16
O15 -3.674 2.240 8.982  0.08
F4 -2.691 5.368 7.929  0.08
H43 -2.520 3.741 9.824  0.14
H44 -4.276 3.966 9.982  0.14
H45 -4.491 4.555 7.596  0.13
C33 -3.896 0.029 3.767  -0.05
C34 -4.438 -1.139 2.981  -0.30
O16 -5.833 -1.056 3.241  0.13
C35 -6.120 0.255 3.477  -0.56
O17 -7.215 0.714 3.477  0.16
O18 -4.991 0.957 3.705  0.08
F5 -3.970 -2.325 3.441  0.08
H46 -3.698 -0.231 4.809  0.14
H47 -2.995 0.459 3.340  0.13
H48 -4.267 -1.082 1.905  0.18
C36 -7.765 6.391 4.406  -0.04
C37 -7.314 4.951 4.306  -0.31
O19 -6.218 4.924 5.209  0.14
C38 -6.444 5.873 6.151  -0.54
O20 -5.857 5.940 7.183  0.16
O21 -7.419 6.719 5.760  0.08
F6 -6.882 4.643 3.067  0.09
H49 -7.208 7.034 3.724  0.15
H50 -8.830 6.521 4.236  0.14
H51 -8.056 4.216 4.620  0.18
C39 0.434 -3.950 3.910  -0.05
C40 0.462 -3.660 5.392  -0.31
O22 -0.617 -4.442 5.878  0.13
C41 -0.755 -5.506 5.034  -0.56
O23 -1.381 -6.483 5.285  0.16
O24 -0.073 -5.297 3.890  0.08
F7 0.223 -2.356 5.670  0.07
H52 -0.251 -3.291 3.379  0.14
H53 1.411 -3.893 3.439  0.12
H54 1.381 -3.966 5.896  0.17

---

- Look up the charge of the first one.
  +1

---

- Among the records above, which one has the lowest charge?
  C41H54BF7NO24

---

- Number 3 is which compound?
  C41H53MnN4O3S3